Entry 1:
# C9H14N2O3S

C9H14N2O3S as an isolated structure (the ωB97M-V functional and the def2-TZVPD basis, OMol25).

Output
ΔE to the lowest compared entry with this formula, charge and spin ... 2.066 eV
Molecular weight ... 230.29 g mol⁻¹
Kohn-Sham gap ... 9.18 eV
LUMO energy ... 0.4441 eV
F_max ... 4.6 eV Å⁻¹

```
29
C9H14N2O3S the ωB97M-V functional and the def2-TZVPD basis
C -2.58784 -0.70107 -0.10854
C -0.74166 2.34884 0.25610
C -2.40949 -1.97443 -0.73978
C -1.65343 -2.27755 0.61923
C 0.86630 -0.95972 0.20154
C 0.12209 0.30000 0.71324
C -0.28717 3.53703 -0.48258
C 1.01282 -0.85381 -1.29005
C 2.14226 -0.98306 1.04388
N -2.11262 -0.99950 1.06682
N -0.03828 1.25304 -0.12189
O -3.22715 0.41963 -0.49861
O -1.70434 2.33542 1.04367
O -0.04914 0.30523 1.98085
S 0.05787 -2.60921 0.61797
H -3.17023 -2.69743 -0.99602
H -1.79918 -1.77886 -1.74246
H -2.15193 -3.03091 1.25335
H -0.88970 4.45126 -0.09799
H 0.81401 3.78057 -0.28196
H -0.49945 3.35471 -1.62651
H 0.07898 -1.04644 -1.84652
H 1.62326 -1.54446 -1.88800
H 1.31420 0.13675 -1.73397
H 2.52391 -0.02297 1.42154
H 2.90983 -1.53978 0.39147
H 2.06345 -1.69840 1.84452
H -2.93503 1.13336 0.05950
H -0.76676 0.95505 2.21835
```

Entry 2:
# C9H14N2OS

One molecule with the formula C9H14N2OS (the ωB97M-V functional and the def2-TZVPD basis, OMol25).

Output
ΔE to the lowest compared entry with this formula, charge and spin ... 2.070 eV
Molecular weight ... 198.29 g mol⁻¹
Kohn-Sham gap ... 8.92 eV
LUMO energy ... 0.5348 eV
F_max ... 3.3 eV Å⁻¹

```
27
C9H14N2OS the ωB97M-V functional and the def2-TZVPD basis
C -1.90114 2.18914 0.28341
C -1.59003 0.70130 0.34762
C -0.40666 0.10839 0.40430
C 0.92518 0.80454 0.67564
C 1.42876 1.39323 -0.67315
C 2.32082 0.45621 -1.45590
N 3.26907 -0.13307 -0.59606
C 2.86168 -0.85224 0.56524
C 1.97597 0.06297 1.44868
S -0.46153 -1.60801 -0.00047
N -2.20182 -1.52173 -0.24545
C -2.70769 -0.23185 -0.12240
O -3.86084 0.09965 -0.34970
H -1.26852 2.76481 -0.39116
H -1.84585 2.71941 1.26449
H -2.93969 2.34532 -0.12102
H 0.64157 1.67895 1.28336
H 2.05367 2.32938 -0.50622
H 0.56287 1.69538 -1.38572
H 1.66997 -0.35000 -1.79981
H 2.76333 1.02382 -2.29659
H 4.01838 -0.61779 -1.12932
H 2.31847 -1.81883 0.33185
H 3.82603 -1.05570 1.08335
H 1.61741 -0.47353 2.35896
H 2.64560 0.71826 2.01794
H -2.70412 -2.23506 -0.85507
```

Entry 3:
# C9H14N4O4

One molecule with the formula C9H14N4O4 (the ωB97M-V functional and the def2-TZVPD basis, OMol25).

Output
ΔE to the lowest compared entry with this formula, charge and spin ... 0.912 eV
Molecular weight ... 242.23 g mol⁻¹
Kohn-Sham gap ... 9.43 eV
LUMO energy ... 0.7390 eV
F_max ... 2.8 eV Å⁻¹

```
31
C9H14N4O4 the ωB97M-V functional and the def2-TZVPD basis
N 3.50193 1.24500 -0.00337
C 3.38369 -0.15355 -0.55424
C 4.02111 -1.05433 0.51049
O 5.33405 -0.70810 0.86459
C 1.84774 -0.53458 -0.61416
O 1.45026 -1.57381 -1.18870
N 1.03368 0.40459 -0.08943
C -0.38362 0.36761 -0.27452
C -0.99973 -0.62718 0.70955
C -2.49986 -0.83258 0.54085
C -3.09399 -1.65417 -0.39430
N -4.44582 -1.29138 -0.38380
C -4.58691 -0.33386 0.58071
N -3.46209 -0.06122 1.19646
C -0.92945 1.80699 -0.25245
O -0.30442 2.72174 0.27482
O -2.17664 1.93131 -0.75059
H 3.68826 1.93446 -0.74419
H 4.20043 1.34451 0.75165
H 3.73414 -0.32364 -1.56691
H 3.91740 -2.11969 0.19903
H 3.49484 -1.01902 1.44400
H 5.95519 -1.13892 0.29037
H 1.48158 1.23931 0.29929
H -0.67290 -0.02694 -1.33884
H -0.47134 -1.59028 0.65169
H -0.89460 -0.20431 1.73258
H -2.71326 -2.44662 -1.00414
H -5.15159 -1.69493 -0.98579
H -5.53308 0.24359 0.67393
H -2.40893 2.84842 -0.55432
```

Entry 4:
# C9H14N4O7P2S5SbTl

C9H14N4O7P2S5SbTl as an isolated structure (the ωB97M-V functional and the def2-TZVPD basis, OMol25).

Output
ΔE to the lowest compared entry with this formula, charge and spin ... 0.157 eV
Molecular weight ... 838.66 g mol⁻¹
Kohn-Sham gap ... 6.86 eV
LUMO energy ... 4.2987 eV
Total charge ... -2
F_max ... 3.2 eV Å⁻¹

```
43
C9H14N4O7P2S5SbTl the ωB97M-V functional and the def2-TZVPD basis
Tl 0.89798 1.45687 -0.08357
N 2.89394 -2.35490 -2.62490
C 2.19172 -1.14482 -2.51598
S 3.06294 0.31028 -2.63230
N 0.85051 -1.39740 -2.31982
N 0.07609 -0.31880 -2.13149
C -1.15488 -0.54545 -2.32425
C -2.17532 0.48590 -1.99416
C -3.51343 0.30783 -2.42004
C -4.40666 1.33113 -2.31292
C -3.94161 2.50827 -1.74907
C -2.65193 2.50388 -1.16624
N -1.76478 1.52261 -1.24678
H 3.80858 -2.32591 -2.33230
H 2.37033 -3.21885 -2.40540
H -1.38067 -1.56206 -2.71731
H -3.73339 -0.66014 -2.83470
H -5.42327 1.20321 -2.58978
H -4.55138 3.40631 -1.67531
H -2.34958 3.41882 -0.61723
C 3.23138 -1.56138 0.50683
C 2.43926 -1.79999 1.73478
O 2.89602 -2.98169 2.36496
P 0.68043 -2.03556 1.20222
O -0.01490 -2.96252 2.34570
O 0.61248 -2.91968 -0.12701
O 0.06730 -0.71175 1.12419
P 2.54426 -0.43819 2.99234
O 1.19792 -0.62362 3.88538
O 3.69027 -0.82725 3.86037
O 2.55936 0.86719 2.28862
H 3.37249 -2.52187 0.04482
H 4.20276 -1.17325 0.81362
H 2.81735 -0.78895 -0.10905
H 3.37226 -2.58919 3.16284
H 0.62189 -3.22680 3.00505
H 0.59395 -2.31099 -0.98161
H 0.36436 -0.25249 3.52944
S -1.99951 6.01576 0.93491
Sb -3.74752 5.29157 2.47222
S -2.24449 3.23239 2.27811
S -0.75663 4.66653 2.11467
S -5.60590 4.72492 1.25016
```

Entry 5:
# C9H14N6

C9H14N6 as an isolated structure (the ωB97M-V functional and the def2-TZVPD basis, OMol25).

Output
ΔE to the lowest compared entry with this formula, charge and spin ... 1.666 eV
Molecular weight ... 206.25 g mol⁻¹
Kohn-Sham gap ... 8.65 eV
LUMO energy ... 0.6649 eV
F_max ... 3.9 eV Å⁻¹

```
29
C9H14N6 the ωB97M-V functional and the def2-TZVPD basis
C 2.76694 1.34126 0.97670
C 1.41781 0.20070 -0.41313
C 3.61216 -0.16840 -0.51130
C -2.02307 1.31391 -0.36707
C -2.51291 0.02870 0.21580
C -1.22104 -0.84341 0.08451
C -2.93374 2.52905 -0.33788
C -0.53386 -0.93656 1.40388
C -1.41370 -2.24559 -0.51365
N 1.56938 1.09550 0.54144
N 3.80644 0.74672 0.40676
N 2.32440 -0.50913 -0.98458
N -0.91656 1.25073 -0.96341
N -0.39393 -0.01721 -0.91582
N 4.64095 -0.91842 -1.04750
H 2.93873 2.17574 1.80850
H -2.79650 0.17589 1.20641
H -3.34531 -0.44143 -0.43904
H -3.66732 2.31356 -1.21206
H -2.36900 3.31591 -0.63875
H -3.47588 2.67453 0.62244
H -1.31713 -1.17161 2.19362
H 0.08081 -0.02012 1.54036
H 0.22672 -1.86409 1.39074
H -2.04370 -2.23179 -1.43038
H -2.10803 -2.75063 0.20660
H -0.41806 -2.64861 -0.58296
H 5.45027 -0.65650 -0.56140
H 4.65515 -1.73869 -1.67883
```

Entry 6:
# C9H14NO6S2

C9H14NO6S2 as an isolated structure (the ωB97M-V functional and the def2-TZVPD basis, OMol25).

Output
Molecular weight ... 296.35 g mol⁻¹
Kohn-Sham gap ... 8.37 eV
LUMO energy ... 2.8285 eV
Total charge ... -1
F_max ... 3.5 eV Å⁻¹

```
32
C9H14NO6S2 the ωB97M-V functional and the def2-TZVPD basis
C 5.83835 -2.65305 0.50081
C 5.47362 -1.48063 0.50335
C 4.91974 -0.00079 0.46996
C 3.70515 -0.00388 -0.56530
C 2.46986 0.90596 -0.11879
S 1.06969 0.41591 -1.25386
O 0.75595 -0.99724 -0.87213
O 1.64026 0.38146 -2.62793
N -0.25612 1.43472 -1.12492
S -0.70067 1.69071 0.48748
O -0.10417 3.00373 0.89060
O -0.29067 0.62933 1.43420
C -2.54763 1.87939 0.52910
C -3.23739 0.72251 -0.35545
O -4.50525 0.39792 0.28617
C -4.53457 -0.95361 0.70830
C -5.45584 -1.97539 -0.07538
O -3.86007 -1.33704 1.64579
H 5.77273 -3.75973 0.31874
H 5.71694 0.69400 0.06503
H 4.52229 0.32538 1.47806
H 3.29887 -1.06997 -0.59147
H 4.01237 0.20994 -1.64012
H 2.23074 0.61535 0.94818
H 2.69738 2.01214 -0.17386
H -2.82893 2.91486 0.17748
H -2.90522 1.69887 1.59410
H -2.51909 -0.16173 -0.35948
H -3.38407 1.05875 -1.43031
H -4.78592 -2.53762 -0.79687
H -5.99552 -2.68707 0.62823
H -6.21280 -1.37318 -0.67971
```

Q: The lowest Kohn-Sham gap belongs to which entry?
A: C9H14N4O7P2S5SbTl